Entry i
The following is a quantum chemistry calculation of a molecular structure, C10H22IMoO4P2, from the Open Molecules 2025 dataset.

Output
Kohn-Sham gap (spin up / spin down) ... 6.792 / 5.863 eV
Spin multiplicity ... 3
Charge ... +3
LUMO energy (spin up / spin down) ... -0.498 / -0.531 Eh
HOMO energy (spin up / spin down) ... -20.33 / -20.30 eV

Positions of all 40 atoms, in Å:
C1 0.01 -1.00 -2.64
C2 -0.13 0.08 -1.65
H1 0.08 -0.54 -3.68
H2 -0.85 -1.72 -2.70
H3 0.90 -1.65 -2.51
O1 -0.29 1.29 -1.95
I1 -0.21 -2.50 0.62
Mo1 0.03 0.67 0.68
P1 2.13 -0.06 0.09
C3 2.99 1.45 0.64
C4 2.95 -1.37 1.11
H4 4.02 -1.38 0.85
H5 4.09 -0.32 -1.18
H6 2.48 -2.32 0.83
H7 2.79 -1.34 -1.89
H8 2.61 1.77 1.62
H9 2.80 -1.12 2.16
C5 3.03 -0.35 -1.47
H10 4.04 1.15 0.69
H11 2.82 0.46 -2.19
H12 2.85 2.22 -0.13
P2 -2.37 -0.15 0.03
C6 -3.13 1.48 0.20
C7 -3.06 -0.65 -1.58
H13 -2.92 -2.27 1.00
H14 -4.37 -1.23 0.74
H15 -3.25 -0.94 2.13
C8 -3.33 -1.26 1.09
H16 -2.77 -1.67 -1.84
H17 -4.15 -0.61 -1.45
H18 -4.19 1.27 0.10
H19 -2.81 2.13 -0.61
H20 -2.76 0.02 -2.38
H21 -2.92 1.97 1.16
C9 -0.19 2.84 1.15
O2 0.41 3.83 0.88
O3 0.61 1.49 2.79
C10 -0.25 2.26 3.26
O4 -1.00 3.00 2.50
H22 -0.41 2.21 4.33



Entry ii
The following is a quantum chemistry calculation of a molecular structure, C10H22IMoO4P2, from the Open Molecules 2025 dataset.

Output
Kohn-Sham gap (spin up / spin down) ... 6.437 / 5.643 eV
Spin multiplicity ... 3
Charge ... +3
LUMO energy (spin up / spin down) ... -0.510 / -0.537 Eh
HOMO energy (spin up / spin down) ... -20.30 / -20.25 eV

Positions of all 40 atoms, in Å:
C1 0.12 -1.25 -2.69
C2 -0.03 -0.14 -1.70
H1 0.21 -0.78 -3.68
H2 -0.77 -1.90 -2.69
H3 1.02 -1.85 -2.51
O1 -0.16 1.05 -2.03
I1 -0.10 -2.53 -0.01
Mo1 -0.08 0.37 0.56
P1 2.29 -0.21 0.10
C3 3.14 1.31 0.64
C4 3.07 -1.52 1.12
H4 4.15 -1.56 0.91
H5 4.22 -0.50 -1.33
H6 2.62 -2.50 0.89
H7 2.88 -1.50 -1.92
H8 2.73 1.63 1.61
H9 2.91 -1.30 2.18
C5 3.14 -0.52 -1.50
H10 4.21 1.09 0.72
H11 2.88 0.26 -2.22
H12 2.96 2.09 -0.10
P2 -2.32 -0.29 0.01
C6 -3.08 1.35 0.20
C7 -2.99 -0.83 -1.61
H13 -2.86 -2.44 1.04
H14 -4.31 -1.38 0.79
H15 -3.17 -1.06 2.15
C8 -3.26 -1.41 1.12
H16 -2.69 -1.86 -1.83
H17 -4.09 -0.79 -1.51
H18 -4.17 1.20 0.13
H19 -2.73 1.99 -0.62
H20 -2.66 -0.14 -2.40
H21 -2.79 1.78 1.17
C9 -0.13 2.50 1.12
O2 0.53 3.43 0.77
O3 0.79 1.31 2.96
C10 -0.15 2.01 3.33
O4 -0.93 2.65 2.47
H22 -0.39 2.23 4.38



We find entry ii to be the most stable, with the next structure 9.3 kcal/mol higher.



Entry i
The following is a quantum chemistry calculation of 2 unconnected molecules or ions with the total composition C3H11N2, from the Open Molecules 2025 dataset.

Output
Kohn-Sham gap (spin up / spin down) ... 4.380 / 8.717 eV
Spin multiplicity ... 2
Charge ... 0
LUMO energy (spin up / spin down) ... 0.017 / 0.017 Eh
HOMO energy (spin up / spin down) ... -3.91 / -8.26 eV

Positions of all 16 atoms, in Å:
C1 -1.12 -1.40 2.05
N1 0.13 -1.04 1.66
H1 -1.36 -2.37 2.49
H2 -1.93 -0.70 1.91
H3 0.42 0.14 0.87
H4 0.72 -1.87 1.57
C2 -0.17 0.06 -1.86
C3 0.89 0.91 -1.15
N2 0.41 1.10 0.26
H5 -1.09 0.62 -2.02
H6 0.24 -0.24 -2.83
H7 -0.44 -0.78 -1.23
H8 1.85 0.41 -1.09
H9 0.99 1.88 -1.62
H10 0.99 1.78 0.73
H11 -0.53 1.49 0.26



Entry ii
The following is a quantum chemistry calculation of 2 unconnected molecules or ions with the total composition C3H11N2, from the Open Molecules 2025 dataset.

Output
Kohn-Sham gap (spin up / spin down) ... 4.690 / 9.133 eV
Spin multiplicity ... 2
Charge ... 0
LUMO energy (spin up / spin down) ... 0.043 / 0.032 Eh
HOMO energy (spin up / spin down) ... -3.51 / -8.27 eV

Positions of all 16 atoms, in Å:
C1 -0.31 2.88 1.13
N1 -0.21 1.51 0.55
H1 -0.15 3.65 0.38
H2 -1.37 3.06 1.33
H3 0.28 2.95 2.03
H4 -0.80 0.83 1.10
H5 0.80 1.25 0.48
H6 -0.63 1.35 -0.39
C2 -0.44 -1.57 -0.11
C3 -0.04 -2.35 -1.12
N2 1.27 -2.58 -1.45
H7 0.34 -1.09 0.48
H8 -1.42 -1.40 0.31
H9 -0.76 -2.70 -1.86
H10 1.47 -3.33 -2.10
H11 1.98 -2.46 -0.77



Entry iii
The following is a quantum chemistry calculation of 2 unconnected molecules or ions with the total composition C3H11N2, from the Open Molecules 2025 dataset.

Output
Kohn-Sham gap (spin up / spin down) ... 2.275 / 10.910 eV
Spin multiplicity ... 2
Charge ... 0
LUMO energy (spin up / spin down) ... 0.011 / 0.023 Eh
HOMO energy (spin up / spin down) ... -1.98 / -10.28 eV

Positions of all 16 atoms, in Å:
C1 0.48 0.53 3.50
N1 0.38 -0.44 2.71
H1 0.62 1.55 3.12
H2 0.59 0.49 4.59
H3 0.26 -1.35 3.17
H4 0.25 1.10 -0.78
C2 -0.67 0.29 -3.14
C3 -0.04 -0.54 -2.06
N2 -0.03 0.10 -0.73
H5 -0.17 1.27 -3.25
H6 -0.47 -0.17 -4.09
H7 -1.75 0.48 -3.09
H8 -0.54 -1.53 -2.00
H9 1.00 -0.72 -2.35
H10 -0.95 0.14 -0.30
H11 0.63 -0.45 -0.16



We find entry i to be the most stable, with the next structure 23.4 kcal/mol higher.



Entry i
The following is a quantum chemistry calculation of a single C6H7ClO molecule, from the Open Molecules 2025 dataset.

Output
Kohn-Sham gap ... 8.867 eV
Spin multiplicity ... 1
Charge ... 0
LUMO energy ... 0.029 Eh
SMILES string ... C[C@@H]1OC=CC=C1Cl
HOMO energy ... -8.07 eV

Positions of all 15 atoms, in Å:
C1 -1.07 1.81 -0.27
C2 -0.37 0.62 0.37
C3 1.81 -0.27 0.05
C4 1.45 -1.53 -0.05
C5 0.02 -1.80 -0.16
C6 -0.79 -0.73 0.01
H1 -0.63 2.78 0.06
H2 -2.17 1.89 -0.11
H3 -0.87 1.76 -1.37
H4 -0.53 0.72 1.46
H5 2.89 -0.10 0.06
H6 2.18 -2.29 -0.01
H7 -0.43 -2.79 -0.26
O1 1.05 0.82 0.13
Cl1 -2.53 -0.89 0.09



Entry ii
The following is a quantum chemistry calculation of 2 unconnected molecules or ions with the total composition C6H7ClO, from the Open Molecules 2025 dataset.

Output
Kohn-Sham gap ... 10.072 eV
Spin multiplicity ... 1
Charge ... 0
LUMO energy ... 0.032 Eh
HOMO energy ... -9.21 eV

Positions of all 15 atoms, in Å:
C1 0.58 0.79 0.68
C2 0.33 2.07 -3.03
C3 0.77 -0.56 1.36
C4 -0.18 -1.49 0.46
C5 -1.17 -0.54 -0.19
C6 -0.38 0.77 -0.22
O1 1.37 2.42 -2.66
Cl1 -1.06 2.21 -0.92
H1 1.36 1.51 0.66
H2 1.83 -0.89 1.42
H3 0.48 -0.70 2.41
H4 0.40 -2.10 -0.29
H5 -0.85 -2.33 1.08
H6 -1.43 -0.87 -1.21
H7 -2.07 -0.29 0.45



We find entry i to be the most stable, with the next structure 14.2 kcal/mol higher.